{"formula": "C5H13N", "method": "wB97M-V/def2-TZVPD", "symbols": ["C", "C", "N", "C", "C", "C", "H", "H", "H", "H", "H", "H", "H", "H", "H", "H", "H", "H", "H"], "coordinates": [[-2.36736, -1.22119, -0.09856], [-1.00399, -1.17152, 0.59682], [-0.39184, 0.14932, 0.55776], [0.96985, 0.24341, 0.01146], [0.95034, 0.75609, -1.44285], [1.77441, 1.14690, 0.96319], [-2.24135, -0.72144, -1.06627], [-2.79417, -2.19860, -0.29619], [-3.08878, -0.65416, 0.48684], [-0.32879, -1.88538, 0.12160], [-1.15397, -1.46591, 1.63077], [-0.97803, 0.91742, 0.27268], [1.48311, -0.71440, 0.02358], [1.58452, 1.63808, -1.57590], [-0.05318, 1.04690, -1.73861], [1.32312, 0.01141, -2.14881], [2.30248, 1.96898, 0.46730], [2.62932, 0.58316, 1.34931], [1.38432, 1.57093, 1.88588]], "forces_ev_per_angstrom": [[0.33, 0.79, -0.41], [-0.58, 0.02, -0.27], [0.58, -1.00, 0.20], [-0.84, 1.42, 0.62], [0.59, 0.22, -0.17], [2.26, 0.29, 0.05], [-0.25, -0.07, 0.02], [0.21, -0.30, 0.24], [-0.14, 0.09, -0.04], [0.02, -0.06, 0.08], [0.15, -0.31, 0.28], [-0.13, -0.18, -0.16], [-0.50, -0.29, 0.13], [-0.02, -0.09, 0.05], [-0.13, -0.07, -0.06], [-0.17, -0.05, 0.00], [-0.36, 0.08, -0.24], [0.04, -0.25, 0.00], [-1.04, -0.23, -0.34]], "nbo_charge": [-0.62, -0.20, -0.65, -0.05, -0.63, -0.62, 0.20, 0.21, 0.20, 0.18, 0.17, 0.36, 0.19, 0.21, 0.21, 0.21, 0.20, 0.20, 0.23], "homo_lumo_gap_ev": 9.4, "total_charge": 0, "molar_mass_da": 87.166, "smiles": "CCNC(C)C", "de_lowest_kcal_mol": 25.8, "lumo_ev": 1.18}